DFT (wB97M-V/def2-TZVPD) results for an isolated molecule of C3H6N2S in a non-equilibrium geometry.

Computed properties:
* orbital gap: 9.41 eV
* strongest force on any atom: 0.0865 hartree/bohr
* spin multiplicity: 1
* HOMO level: -8.758 eV
* E_tot: -17022.0460 eV

Last column: Mulliken charge in e.
Atoms and positions in Å:
H  -0.1295  2.0582  -0.5356  0.3379
C  -0.4345  -1.2565  0.0738  0.0766
N  0.6901  -1.7547  0.1141  -0.5168
C  0.3139  1.0920  -0.2930  -0.0671
H  2.2015  1.8028  -0.4576  0.2738
C  1.6201  0.9534  -0.2854  -0.7527
H  2.0361  -0.0223  -0.1545  0.3307
N  -0.6914  0.1137  -0.1003  -0.1617
S  -2.3154  0.6573  -0.0367  -0.1810
H  0.5993  -2.8130  0.2038  0.2484
H  -1.4612  -1.8041  0.1786  0.2613
H  -2.4290  0.9733  1.2928  0.1507